# C6H12N

An isolated ion of composition C6H12N and charge +1 in a non-equilibrium geometry (ωB97M-V/def2-TZVPD, the OMol25 dataset).

Structure (ORCA input):
```
! wB97M-V def2-TZVPD RIJCOSX def2/J DEFGRID3
* xyz 1 1
C 3.102 -0.346 0.010
C 2.145 0.325 0.255
C -0.353 -0.670 -1.338
C -0.452 -0.837 1.179
C -1.685 0.844 -0.029
C -0.391 0.098 0.023
N 0.827 0.995 0.261
H 4.066 -0.845 -0.331
H 0.559 -1.213 -1.614
H -1.209 -1.365 -1.323
H -0.527 0.110 -2.032
H -0.920 -0.594 2.081
H 0.537 -1.121 1.388
H -0.964 -1.750 0.863
H -1.646 1.830 -0.516
H -2.375 0.197 -0.552
H -2.165 1.296 0.945
H 0.792 1.708 -0.473
H 0.660 1.337 1.204
*
```

highest occupied orbital energy = -15.7066 eV
SMILES = C#C[NH2+]C(C)(C)C
E_tot = -7896.551 eV
E_LUMO = -0.128 Eh

Atom-resolved charges from Löwdin, all expressed in e: 0.182, -0.074, -0.001, -0.028, -0.049, -0.561, 0.148, 0.110, 0.098, 0.110, 0.077, 0.085, 0.070, 0.117, 0.095, 0.098, 0.143, 0.195, 0.188